Entry 1
Here is 2 unconnected molecules or ions with the total composition C3H11NO2S from OMol25. Energies are from ωB97M-V/def2-TZVPD.

The total charge is 0. Its LUMO energy is 0.36 eV. Its SMILES is N[C@@H](CO)CS.O.

Each line ends with the natural charge from an NBO analysis.
Atoms and positions in Å:
C (-1.57439, 0.40235, -0.18075)  -0.07
O (-2.66847, -0.17807, 0.51795)  -0.72
C (-0.44487, -0.62524, -0.38367)  -0.09
C (0.60178, -0.08093, -1.38320)  -0.53
S (2.15274, -1.00920, -1.65462)  -0.04
N (0.11486, -0.97878, 0.97043)  -0.84
H (-1.32626, 1.26453, 0.35982)  0.19
H (-2.05827, 0.57504, -1.10288)  0.17
H (-2.65837, -1.12287, 0.43022)  0.47
H (-0.78092, -1.49290, -0.89248)  0.19
H (0.16832, -0.01474, -2.39291)  0.23
H (1.01393, 0.90297, -1.19349)  0.20
H (2.54248, -1.16915, -0.39240)  0.10
H (0.95224, -1.68627, 0.94590)  0.36
H (0.46717, -0.03883, 1.20278)  0.36
H (1.65099, 1.11627, 1.78008)  0.47
H (0.99593, 2.45711, 1.39658)  0.48
O (0.85109, 1.67872, 1.97263)  -0.93

Entry 2
Here is 2 unconnected molecules or ions with the total composition C3H11NO2S from OMol25. Energies are from ωB97M-V/def2-TZVPD.

The total charge is 0. Its LUMO energy is 0.59 eV. Its SMILES is N[C@@H](CO)CS.O.

Each line ends with the natural charge from an NBO analysis.
Atoms and positions in Å:
C (-2.08422, -0.51719, 0.75746)  -0.07
O (-2.58989, -1.70481, 1.31276)  -0.72
C (-0.55639, -0.58947, 0.71730)  -0.10
C (0.06781, 0.48862, -0.13901)  -0.49
S (1.82382, 0.03765, -0.57942)  -0.07
N (0.01794, -0.61365, 2.05009)  -0.83
H (-2.36361, 0.37849, 1.34671)  0.16
H (-2.53970, -0.33871, -0.21828)  0.17
H (-3.15965, -1.50763, 2.06515)  0.48
H (-0.30030, -1.56287, 0.28377)  0.20
H (-0.44212, 0.50058, -1.08488)  0.22
H (0.13899, 1.44122, 0.36978)  0.21
H (2.15202, 0.11979, 0.71760)  0.14
H (0.11587, 0.33486, 2.39060)  0.34
H (-0.63818, -1.07593, 2.66847)  0.37
H (0.99569, 1.51796, -3.40550)  0.47
H (1.47200, 2.35031, -2.19369)  0.48
O (1.29230, 2.39402, -3.13885)  -0.94

entry 2 wins, 0.0292 hartree ahead of the next structure.